Entry 1:
A structure of composition C37H102AlF2N10O14S2. Source: the Open Molecules 2025 dataset; level of theory: ωB97M-V/def2-TZVPD.

The geometry in XYZ format:
```
168
C37H102AlF2N10O14S2, DFT ωB97M-V/def2-TZVPD
Al -3.5381 1.7549 -0.6186
N -1.7535 -0.2236 0.4645
S -1.0575 -1.2390 -0.4194
O -1.5519 -2.6260 -0.2679
O 0.3524 -1.0540 -0.8111
F -1.8144 -0.7716 -1.7275
S -0.8015 -0.6318 1.8340
O 0.4797 0.1059 1.8606
O -0.8264 -2.0012 2.3173
F -1.6274 0.1973 2.8918
C -5.0748 -1.5535 -2.5785
O -5.2473 -0.1845 -2.3129
H -5.4822 -1.8282 -3.5515
H -4.0634 -1.9354 -2.4399
H -5.6715 -2.1700 -1.9063
C -3.0114 3.2386 7.3291
C -2.8694 2.3229 6.1245
C -2.1459 0.9798 6.4544
O -0.8005 1.1753 6.7025
C 0.0271 1.1331 5.5985
N -4.2462 2.0420 5.7435
H -2.0801 3.2565 7.8952
H -3.7470 2.8168 8.0140
H -3.2201 4.2692 7.0421
H -2.3041 2.8002 5.3240
H -2.3206 0.2627 5.6524
H -2.5156 0.4171 7.3116
H -0.0926 0.1639 5.1143
H 1.0422 1.1734 5.9936
H -0.2489 1.9246 4.9018
H -4.7135 1.4500 6.4153
H -4.7303 2.9283 5.7294
C 7.0759 -1.6420 -2.2820
C 6.9625 -0.3512 -1.4853
C 5.8235 -0.3910 -0.4166
O 4.5385 -0.4003 -1.0154
C 3.5523 0.2915 -0.2566
N 8.2588 -0.3208 -0.8457
H 7.4725 -2.4690 -1.6929
H 7.8053 -1.5302 -3.0842
H 6.0811 -1.8873 -2.6539
H 6.7992 0.5073 -2.1368
H 5.9023 0.4410 0.2832
H 5.8746 -1.2678 0.2290
H 3.8654 1.3202 -0.0782
H 3.3463 -0.1245 0.7296
H 2.6535 0.2617 -0.8724
H 8.9225 -0.5938 -1.5564
H 8.3424 -1.1118 -0.2234
C 0.2157 3.8729 2.5551
C -1.2659 3.5312 2.5516
C -2.1375 4.6497 3.1939
O -3.4942 4.3523 3.0984
C -4.2797 5.3722 3.7486
N -1.6673 3.4248 1.1947
H 0.3684 4.7844 1.9773
H 0.8316 3.0791 2.1324
H 0.4862 4.2142 3.5543
H -1.4272 2.5643 3.0282
H -1.9063 5.5523 2.6283
H -1.8258 4.8431 4.2203
H -5.3438 5.2255 3.5639
H -3.9510 6.3984 3.5842
H -4.0342 5.2829 4.8069
H -2.2129 4.2438 0.9676
H -0.8183 3.6099 0.6799
C -7.2383 1.5796 1.8166
C -5.9528 1.9633 2.4687
C -5.0182 0.6595 2.6726
O -4.8444 0.0587 1.3804
C -4.4907 -1.2486 1.5836
N -5.3072 2.8954 1.5440
H -7.7590 0.8343 2.4180
H -7.2146 1.0572 0.8602
H -7.9491 2.4007 1.7238
H -6.1112 2.4498 3.4312
H -5.5833 0.0650 3.3904
H -4.0116 0.8770 3.0297
H -3.5479 -1.3149 2.1266
H -4.3783 -1.7031 0.5993
H -5.2011 -1.8822 2.1147
H -4.6041 3.4486 2.0127
H -5.9849 3.6305 1.4006
C -1.6782 1.7423 -5.3809
C -1.8429 1.5645 -3.8668
C -0.6463 2.1070 -3.0454
O -0.8158 1.9608 -1.6412
C 0.3317 2.1827 -0.9202
N -3.0764 2.3186 -3.5689
H -2.2408 0.9547 -5.8821
H -0.6427 1.6132 -5.6959
H -1.9681 2.7449 -5.6953
H -2.0464 0.5259 -3.6060
H -0.5400 3.1729 -3.2469
H 0.2708 1.7094 -3.4800
H 1.1745 1.6652 -1.3785
H 0.1773 1.8677 0.1118
H 0.6226 3.2330 -0.9022
H -2.9094 3.2835 -3.8163
H -3.6497 1.9906 -4.3329
C -1.8811 -1.9557 -8.6697
C -1.0966 -2.7168 -7.6372
C -1.2829 -2.3347 -6.1510
O -0.6007 -3.2178 -5.2861
C -1.1242 -3.1780 -3.9551
N -1.5636 -4.1010 -7.9164
H -2.9637 -1.9240 -8.5465
H -1.6940 -2.2845 -9.6919
H -1.6223 -0.8978 -8.6259
H -0.0304 -2.6507 -7.8538
H -2.3324 -2.4523 -5.8811
H -0.9787 -1.2958 -6.0233
H -2.0110 -3.7754 -3.7432
H -1.1983 -2.1396 -3.6320
H -0.3359 -3.5345 -3.2921
H -1.3497 -4.6486 -7.0951
H -1.0355 -4.4940 -8.6824
C 7.5933 3.6320 3.5603
C 6.8294 2.3810 3.7015
C 5.4358 2.5142 2.9667
O 4.4999 1.5347 3.4988
C 3.1632 1.8728 3.0449
N 7.6811 1.3363 3.2059
H 8.5272 3.6484 4.1220
H 7.0005 4.4280 4.0110
H 7.7198 3.8931 2.5096
H 6.6284 2.1401 4.7454
H 5.5185 2.4190 1.8840
H 4.9600 3.4652 3.2061
H 3.2006 2.1401 1.9888
H 2.7498 2.7058 3.6136
H 2.5241 1.0024 3.1935
H 6.9925 0.6132 3.0538
H 8.0152 1.6001 2.2901
C -1.1587 -6.8626 2.7294
C -0.3453 -5.5527 2.5437
C -0.0974 -5.1970 1.0290
O 0.6431 -6.2132 0.3548
C 1.0344 -5.7901 -1.0020
N -1.1517 -4.6133 3.3019
H -0.7091 -7.6796 2.1650
H -2.1299 -6.6461 2.2844
H -1.3973 -7.0490 3.7765
H 0.6463 -5.7024 2.9708
H 0.4824 -4.2758 0.9716
H -1.0100 -4.9195 0.5015
H 1.5080 -6.6226 -1.5224
H 1.7588 -4.9792 -0.9259
H 0.1685 -5.4952 -1.5946
H -0.6766 -4.5604 4.1916
H -0.9878 -3.6959 2.9125
C 1.7961 -0.7232 -3.7775
C 2.5407 -2.0358 -3.7230
C 3.9355 -2.0847 -4.4440
O 3.8026 -1.7781 -5.8356
C 3.0110 -2.6807 -6.6049
N 2.7144 -2.3259 -2.2792
H 2.3342 0.0952 -3.2992
H 0.7638 -0.7888 -3.4336
H 1.5905 -0.3726 -4.7889
H 1.8464 -2.8114 -4.0463
H 4.3774 -3.0778 -4.3618
H 4.5882 -1.3364 -3.9944
H 2.1736 -3.1998 -6.1386
H 3.6109 -3.4054 -7.1553
H 2.4334 -2.0641 -7.2937
H 1.9494 -1.7962 -1.8864
H 3.5329 -1.8196 -1.9729
```

Properties
**Lowest unoccupied orbital energy**: -8.15 eV
**DFT total energy**: -117270.6652 eV
**Orbital gap**: 0.075 Eh
**Total charge**: +1

Löwdin population analysis, charges in e, atoms 1 to 6:
1 Al 1.257
2 N -0.272
3 S 0.425
4 O -0.272
5 O -0.273
6 F -0.230


Entry 2:
The ion C3H5N2O2S with charge +1. Source: the Open Molecules 2025 dataset; level of theory: ωB97M-V/def2-TZVPD.

The geometry in XYZ format:
```
13
C3H5N2O2S, DFT ωB97M-V/def2-TZVPD
C -0.4752 0.1718 0.0193
C 0.3127 1.3951 0.1870
C 1.5604 -0.9315 -0.3718
N 0.1242 -0.9326 -0.1573
N -2.2993 0.0788 0.0175
O -2.7095 1.1127 -0.2247
O -2.6756 -1.0073 0.2399
S 2.0673 0.8419 -0.0577
H 0.2469 2.3252 -0.3493
H 0.1192 1.6127 1.3524
H 1.9750 -1.2886 0.6436
H 1.9674 -1.4181 -1.3140
H -0.2136 -1.9600 0.0151
```

Properties
**Lowest unoccupied orbital energy (alpha / beta)**: -4.55 / -8.71 eV
**DFT total energy**: -21086.4233 eV
**Spin multiplicity**: 3
**Orbital gap (alpha / beta)**: 0.230 / 0.205 Eh
**Total charge**: +1

Löwdin population analysis, charges in e, atoms 1 to 6:
1 C -0.258
2 C -0.315
3 C -0.311
4 N -0.076
5 N -0.338
6 O 0.173


Maximum force values (in eV/A) by entry order: 8.91; 8.26.